(1)
{
  "formula": "C4H10O2",
  "method": "the ωB97M-V functional and the def2-TZVPD basis",
  "charge": 0,
  "energy_ev": -8403.5163,
  "e_homo_ev": -10.1,
  "lumo_energy_ev": 0.87,
  "e_above_lowest_ev": 2.0307,
  "orbital_gap_ev": 10.9756,
  "multiplicity": 1,
  "elements": ["C", "C", "C", "O", "C", "O", "H", "H", "H", "H", "H", "H", "H", "H", "H", "H"],
  "coordinates": [[-2.473495, -0.311917, 0.321502], [-1.615738, 0.464300, 0.977014], [0.895179, -0.831141, -0.471668], [0.015319, -0.688674, -1.561977], [1.540964, 0.473392, -0.001806], [2.764945, 0.621103, -0.693654], [-3.066564, 0.067259, -0.507836], [-0.834572, -0.409974, -1.194494], [-2.609519, -1.359232, 0.579747], [-1.454489, 1.503204, 0.699032], [-1.018048, 0.086585, 1.803690], [0.398930, -1.323024, 0.377855], [1.705222, -1.482448, -0.807637], [1.707263, 0.436699, 1.089144], [0.860197, 1.315681, -0.206889], [3.184411, 1.438189, -0.402028]],
  "atomic_forces_ev_per_a": [[0.039, 0.127, 0.146], [-0.169, -0.082, -0.047], [0.312, -0.101, 0.286], [-0.167, 0.085, -0.053], [-0.374, -0.118, 0.156], [0.235, 0.284, 0.000], [0.061, -0.025, 0.129], [0.153, -0.004, -0.138], [0.003, 0.160, 0.000], [-0.113, -0.132, 0.060], [-0.136, 0.049, -0.110], [0.052, 0.077, -0.179], [-0.035, 0.001, 0.070], [0.023, -0.049, -0.207], [0.129, -0.178, -0.010], [-0.014, -0.094, -0.102]]
}



(2)
{
  "formula": "CHClINO",
  "method": "the ωB97M-V functional and the def2-TZVPD basis",
  "charge": 0,
  "energy_ev": -25210.3638,
  "e_homo_ev": [-10.1, -10.0],
  "lumo_energy_ev": [-2.86, -2.88],
  "e_above_lowest_ev": 1.7740,
  "orbital_gap_ev": [7.2650, 7.0988],
  "multiplicity": 1,
  "elements": ["C", "N", "O", "Cl", "I", "H"],
  "coordinates": [[-0.014959, -0.644684, 0.603856], [-0.285277, 0.609642, -0.035869], [0.663986, -0.682591, 1.639817], [0.667135, 1.879174, 0.242222], [-0.409780, 0.265470, -2.807630], [-0.621105, -1.427012, 0.357604]],
  "atomic_forces_ev_per_a": [[3.079, 3.642, 3.887], [-1.192, -1.782, -1.245], [-1.057, -0.084, -2.323], [0.831, 0.361, 0.502], [0.010, -0.046, 0.683], [-1.670, -2.092, -1.504]]
}



(3)
{
  "formula": "C3H9N3S",
  "method": "the ωB97M-V functional and the def2-TZVPD basis",
  "charge": 0,
  "energy_ev": -18556.6006,
  "e_homo_ev": -7.7,
  "lumo_energy_ev": 0.70,
  "e_above_lowest_ev": 6.0788,
  "orbital_gap_ev": 8.4332,
  "multiplicity": 1,
  "elements": ["C", "C", "C", "H", "H", "H", "H", "H", "H", "H", "H", "H", "N", "N", "N", "S"],
  "coordinates": [[1.961102, -1.350266, 0.434211], [-0.064589, -0.050745, -0.232671], [-2.896213, 0.312127, 0.085249], [1.786535, -2.768446, 0.858048], [1.842244, -0.372214, 1.361751], [2.987377, -1.369170, -0.221481], [0.789297, -1.543087, -1.465074], [-3.769225, -0.519017, 0.497094], [-2.569999, 0.934754, 1.003165], [-3.396988, 0.835148, -0.961218], [1.009493, 2.903753, 0.097443], [1.997904, 1.590757, -0.662234], [0.992304, -0.915641, -0.660482], [-0.132799, 1.264767, -0.078788], [1.134578, 1.912256, 0.018541], [-1.671014, -0.864971, -0.073549]],
  "atomic_forces_ev_per_a": [[0.432, -0.505, -0.694], [-1.910, 1.802, -1.016], [-4.057, 0.282, 0.624], [0.300, 4.601, -0.917], [0.739, -3.636, -2.897], [-2.033, 0.072, 2.555], [0.082, 0.603, 1.367], [1.997, 2.746, -1.080], [-1.192, -0.210, -1.918], [1.835, -1.162, 3.262], [-0.025, 0.164, -0.438], [-3.250, 0.962, 1.982], [0.034, 0.617, 1.707], [2.867, -2.661, 0.232], [1.813, -1.662, -1.670], [2.368, -2.012, -1.098]]
}



(4)
{
  "formula": "C18H34BrO12P3S",
  "method": "the ωB97M-V functional and the def2-TZVPD basis",
  "charge": 0,
  "energy_ev": -152534.5224,
  "e_homo_ev": -9.4,
  "lumo_energy_ev": -1.54,
  "orbital_gap_ev": 7.8260,
  "multiplicity": 1,
  "elements": ["O", "C", "C", "C", "P", "O", "O", "S", "C", "O", "C", "C", "Br", "H", "H", "H", "H", "O", "P", "O", "C", "C", "O", "C", "C", "O", "C", "C", "H", "H", "H", "H", "H", "H", "H", "H", "H", "H", "H", "H", "H", "H", "H", "O", "P", "O", "C", "C", "O", "C", "C", "O", "C", "C", "H", "H", "H", "H", "H", "H", "H", "H", "H", "H", "H", "H", "H", "H", "H"],
  "coordinates": [[4.982423, -0.512429, 9.403951], [4.411680, -0.171020, 8.405231], [2.917012, 0.013124, 8.311197], [2.499138, 1.093491, 7.663698], [0.738873, 1.490265, 7.435742], [0.118440, 2.228172, 8.702836], [-0.000990, 0.074625, 7.339414], [0.521528, 2.403542, 5.749846], [3.554727, 2.006141, 7.062277], [3.467190, 3.204919, 7.079606], [4.729565, 1.264061, 6.479901], [5.138408, 0.181454, 7.122556], [6.573127, -0.859689, 6.456880], [2.245648, -0.714308, 8.749517], [0.631563, 3.030681, 8.869879], [-0.203375, -0.037276, 6.400438], [5.194903, 1.595726, 5.562142], [-2.392003, 3.294864, 0.216969], [-1.024954, 2.767675, 0.475755], [-0.293214, 2.774216, -0.997058], [-0.544592, 3.799594, -1.953164], [0.525610, 4.873851, -1.911678], [-1.314368, 1.178408, 0.680340], [-2.631101, 0.683820, 0.919572], [-3.264828, 0.222948, -0.375992], [0.359508, 2.550954, 1.312674], [1.318069, 3.606054, 1.400751], [0.743132, 4.867463, 2.009812], [-1.529233, 4.248583, -1.817829], [-0.541819, 3.320720, -2.934382], [0.519072, 5.392761, -0.949835], [0.360223, 5.612438, -2.697139], [1.517363, 4.439803, -2.047442], [-3.247979, 1.428361, 1.421108], [-2.534987, -0.162760, 1.602401], [-3.230155, 1.000112, -1.139670], [-4.305538, -0.065809, -0.220003], [-2.721949, -0.636364, -0.773784], [1.753014, 3.795572, 0.416815], [2.127660, 3.238787, 2.032473], [-0.097346, 5.250023, 1.419196], [1.504968, 5.645034, 2.067877], [0.370078, 4.669122, 3.015666], [-1.623635, -3.595123, -3.289006], [-1.272582, -3.133118, -4.659428], [-0.198261, -4.249884, -5.209257], [-0.318079, -5.629271, -4.876789], [-1.013363, -6.409019, -5.976852], [-0.295751, -1.870802, -4.347256], [-0.244891, -1.271709, -3.050882], [0.906215, -1.839404, -2.246962], [-1.540329, -2.470925, -6.130254], [-2.262559, -3.198617, -7.123771], [-3.651937, -3.592567, -6.666889], [-0.839181, -5.775053, -3.929904], [0.696960, -6.009554, -4.746900], [-2.044823, -6.069996, -6.101900], [-1.032197, -7.473880, -5.741139], [-0.502191, -6.274427, -6.931324], [-1.192170, -1.389354, -2.527689], [-0.091022, -0.200718, -3.194934], [0.872508, -2.928759, -2.217901], [0.887004, -1.458963, -1.224386], [1.858594, -1.563365, -2.703092], [-1.682639, -4.068211, -7.440794], [-2.338362, -2.542336, -7.991359], [-3.612891, -4.226792, -5.774146], [-4.172964, -4.138558, -7.453570], [-4.235942, -2.707303, -6.412158]],
  "atomic_forces_ev_per_a": [[-0.159, -0.209, 0.008], [0.266, -0.552, -0.267], [0.443, 0.019, -0.152], [-0.301, 0.337, 0.469], [-0.093, 0.498, -2.208], [0.430, -0.770, 0.184], [0.244, 0.155, 1.151], [0.080, 0.113, 0.102], [-0.051, -0.177, -0.129], [-0.019, -0.067, -0.025], [-0.370, 0.077, 0.001], [0.021, -0.025, -0.113], [-0.317, 0.141, 0.511], [0.123, 0.028, 0.264], [-0.126, 0.185, 0.118], [-0.162, -0.054, -0.061], [-0.007, 0.319, 0.098], [1.074, 2.207, 1.961], [0.025, -5.537, -3.723], [0.018, 0.757, 0.944], [-0.041, 0.222, -0.483], [0.094, -0.065, 0.163], [0.202, 0.392, 0.525], [-0.251, -0.112, -0.191], [0.054, -0.115, -0.186], [-1.295, 2.101, 0.756], [0.519, 0.358, 0.097], [-0.186, -0.062, 0.046], [-0.055, -0.157, 0.180], [0.017, -0.103, 0.068], [-0.041, 0.046, -0.039], [-0.031, -0.018, 0.001], [-0.016, -0.012, -0.049], [0.053, 0.118, -0.108], [0.173, 0.027, -0.009], [-0.062, 0.139, 0.133], [0.014, -0.021, 0.018], [-0.043, -0.041, 0.044], [-0.176, -0.035, -0.089], [-0.140, -0.195, 0.015], [0.078, 0.031, -0.036], [-0.016, 0.010, -0.025], [0.042, -0.002, 0.006], [-2.845, -0.190, -1.386], [6.601, 1.160, 0.635], [-1.210, 0.157, -0.167], [0.160, -0.498, 0.093], [-0.051, 0.154, -0.109], [-0.653, 0.067, -0.275], [0.239, 0.015, 0.301], [0.164, -0.084, -0.019], [-2.198, -0.831, 1.143], [-0.233, -0.202, -0.520], [0.011, 0.075, 0.162], [-0.015, 0.239, 0.037], [0.030, 0.119, -0.022], [-0.012, -0.058, 0.044], [0.008, 0.015, 0.031], [0.039, -0.026, 0.022], [0.004, -0.147, -0.028], [-0.028, -0.031, -0.183], [-0.176, 0.002, 0.055], [-0.010, 0.032, -0.018], [-0.016, 0.053, 0.013], [0.058, -0.030, 0.175], [0.108, 0.129, 0.125], [-0.002, -0.048, -0.069], [0.012, -0.027, 0.017], [0.004, -0.001, -0.027]]
}